1.
A cluster of 2 separate species, H2NO4P in total. Source: OMol25; level of theory: the ωB97M-V functional and the def2-TZVPD basis.

Cartesian coordinates (Å):
P1 -0.145 -1.588 -1.093
O1 1.152 0.721 1.638
O2 -0.033 1.170 1.711
O3 1.070 -1.272 -0.232
O4 1.681 0.610 0.485
N1 -0.978 -0.169 -1.007
H1 -0.894 0.460 -0.119
H2 -1.853 0.069 -1.383

The multiplicity is 3. The LUMO energy (spin up / spin down) comes out at -0.012 / -0.101 Ha. The value obtained for the HOMO energy (spin up / spin down) is -0.35531 / -0.38607 Ha. As for the net charge: 0.

=====

2.
A structure of composition C17H16N7O4SSeV. Source: OMol25; level of theory: the ωB97M-V functional and the def2-TZVPD basis.

Cartesian coordinates (Å):
Se1 1.644 2.638 2.737
V1 -0.441 -0.280 1.163
S1 -1.995 0.854 -0.136
O1 -2.193 -5.509 2.224
O2 -3.351 -5.963 0.386
O3 -3.002 -2.272 3.219
O4 -1.515 -0.813 2.396
N1 1.344 -0.940 1.470
N2 -1.508 -3.798 -0.694
N3 0.848 1.249 1.961
N4 3.091 1.748 3.038
N5 -1.072 -1.927 0.323
N6 -1.754 3.076 -1.523
N7 0.238 2.040 -0.838
C1 -1.103 4.059 -2.187
C2 0.276 4.024 -2.165
C3 3.385 -1.836 2.337
C4 -2.195 -1.951 2.406
C5 0.927 2.997 -1.460
C6 -0.887 -2.603 -0.795
C7 2.155 -1.972 1.677
C8 -2.098 -3.895 0.546
C9 -1.894 5.097 -2.870
C10 -1.088 2.083 -0.873
C11 3.834 -0.611 2.792
C12 -2.586 -5.198 1.145
C13 1.713 0.237 1.991
C14 2.969 0.487 2.632
C15 2.403 2.967 -1.379
C16 -0.091 -2.096 -1.933
C17 -1.821 -2.698 1.170
H1 2.750 3.877 -0.887
H2 3.992 -2.715 2.493
H3 0.849 4.785 -2.670
H4 -3.739 -5.570 -0.408
H5 2.746 2.096 -0.828
H6 0.756 -2.749 -2.136
H7 -1.527 -4.507 -1.416
H8 -2.343 5.775 -2.140
H9 -2.701 4.655 -3.452
H10 1.819 -2.941 1.326
H11 -2.772 3.069 -1.497
H12 2.840 2.967 -2.378
H13 -1.271 5.686 -3.535
H14 0.271 -1.092 -1.679
H15 4.785 -0.487 3.287
H16 -0.689 -2.038 -2.841

The multiplicity is 3. The LUMO energy (spin up / spin down) comes out at -0.295 / -0.296 Ha. The value obtained for the HOMO energy (spin up / spin down) is -0.53825 / -0.54617 Ha. As for the net charge: +2.

=====

3.
A cluster of 10 separate species, C26H44N11O2P in total. Source: OMol25; level of theory: the ωB97M-V functional and the def2-TZVPD basis.

Cartesian coordinates (Å):
P1 -0.604 -1.325 -0.742
O1 -2.155 -1.656 -1.674
O2 -3.956 -0.652 -1.163
N1 2.515 1.234 2.455
N2 -8.742 -2.198 1.216
N3 4.139 0.021 -2.627
N4 -3.247 -1.548 -0.856
N5 5.901 3.412 -4.709
N6 0.659 -2.682 -4.790
N7 3.543 -2.767 4.206
N8 -0.386 1.584 1.616
N9 -0.810 0.012 6.020
N10 0.326 2.718 -6.808
N11 -7.982 3.813 0.305
C1 -0.351 -2.303 -5.178
C2 -1.012 2.349 2.202
C3 2.748 -2.590 5.017
C4 -7.887 -2.143 0.450
C5 1.184 2.142 -6.305
C6 0.955 -1.098 0.258
C7 2.276 1.407 -5.665
C8 3.032 -0.148 2.639
C9 -6.797 -2.066 -0.526
C10 -8.113 2.674 0.380
C11 -8.274 1.222 0.475
C12 -1.796 0.526 6.309
C13 2.167 -1.873 -0.296
C14 3.191 -2.032 0.837
C15 1.306 1.664 -1.529
C16 6.078 -1.285 -1.464
C17 -1.639 -1.822 -5.678
C18 3.730 -0.679 1.354
C19 0.605 0.825 -2.007
C20 4.137 3.677 -2.792
C21 0.067 -0.507 -2.268
C22 4.993 -0.556 -2.117
C23 1.737 -2.363 6.049
C24 -1.810 3.327 2.940
C25 -3.052 1.182 6.677
C26 5.128 3.529 -3.866
H1 -1.867 -0.852 -5.238
H2 -3.690 0.481 7.211
H3 1.011 -1.625 5.710
H4 -2.847 2.037 7.318
H5 -6.150 -2.934 -0.425
H6 -6.209 -1.167 -0.359
H7 1.976 2.385 -1.147
H8 -0.771 -0.351 -2.945
H9 -1.186 3.831 3.675
H10 4.199 2.827 -2.115
H11 1.506 1.252 2.313
H12 -7.205 -2.041 -1.535
H13 5.858 -2.351 -1.467
H14 2.679 1.748 3.311
H15 2.214 -2.002 6.958
H16 2.406 1.750 -4.640
H17 2.049 0.342 -5.653
H18 -0.418 -2.725 -0.649
H19 -2.219 4.064 2.251
H20 4.335 4.594 -2.240
H21 6.180 -0.945 -0.435
H22 3.746 -0.118 3.456
H23 0.778 -1.156 -2.774
H24 4.763 -0.861 1.654
H25 3.668 0.091 0.587
H26 -2.423 -2.527 -5.411
H27 -1.599 -1.721 -6.761
H28 2.207 -0.797 2.929
H29 -1.342 -0.678 0.268
H30 3.135 3.720 -3.214
H31 -3.568 1.522 5.782
H32 7.011 -1.110 -1.996
H33 -8.804 0.967 1.391
H34 1.805 -2.855 -0.614
H35 -7.297 0.746 0.487
H36 -2.629 2.823 3.449
H37 2.600 -1.309 -1.116
H38 0.748 -1.548 1.241
H39 4.031 -2.593 0.412
H40 2.791 -2.627 1.656
H41 1.205 -0.064 0.459
H42 1.220 -3.296 6.266
H43 -8.842 0.852 -0.376
H44 3.202 1.559 -6.217

The multiplicity is 1. Its SMILES is C#CC[PH2](CCCCCN)ON=O.CC#N.CC#N.CC#N.CC#N.CC#N.CC#N.CC#N.CC#N.CC#N. The LUMO energy comes out at -0.004 Ha. The value obtained for the HOMO energy is -0.32563 Ha. As for the net charge: 0.

=====

4.
A structure of composition C22H18Cl3N5O2RuS. Source: OMol25; level of theory: the ωB97M-V functional and the def2-TZVPD basis.

Cartesian coordinates (Å):
Ru1 -0.670 -0.325 -0.550
Cl1 -5.039 -0.478 -2.049
Cl2 -2.557 1.002 -2.375
Cl3 -4.689 2.056 -0.707
S1 -0.481 -2.668 -1.880
O1 -2.736 0.586 0.836
O2 -2.729 -1.304 -0.369
N1 0.165 -0.302 -2.754
N2 -0.155 -0.426 1.712
N3 1.688 -0.631 -0.432
N4 -0.233 1.874 0.214
N5 3.192 -2.528 0.021
C1 -0.388 1.958 1.554
C2 -0.773 3.223 3.620
C3 3.454 -3.533 -1.006
C4 2.388 -1.533 -0.216
C5 -0.428 0.834 3.738
C6 -0.419 -1.802 -4.512
C7 -0.234 -1.560 3.801
C8 -0.644 2.104 4.362
C9 -0.664 3.177 2.194
C10 -0.306 0.756 2.341
C11 -0.841 4.312 1.385
C12 -0.377 2.961 -0.519
C13 -3.085 -0.123 -0.111
C14 -3.912 0.584 -1.247
C15 -0.128 -1.544 2.408
C16 0.403 0.659 -3.651
C17 -0.221 -1.523 -3.157
C18 -0.184 -0.802 -5.434
C19 -0.382 -0.369 4.464
C20 3.722 -2.754 1.361
C21 0.250 0.452 -5.005
C22 -0.701 4.205 0.026
H1 4.528 -3.699 -1.084
H2 -0.964 4.179 4.092
H3 0.750 1.610 -3.262
H4 -0.724 2.137 5.441
H5 -1.093 5.258 1.848
H6 0.460 1.247 -5.706
H7 3.479 -1.909 2.001
H8 3.296 -3.662 1.793
H9 -0.020 -2.464 1.843
H10 -0.216 2.853 -1.584
H11 4.805 -2.865 1.314
H12 -0.829 5.057 -0.626
H13 -0.769 -2.781 -4.805
H14 -0.213 -2.501 4.333
H15 3.074 -3.187 -1.963
H16 -0.337 -0.996 -6.487
H17 2.966 -4.476 -0.753
H18 -0.478 -0.340 5.542

The multiplicity is 6. The LUMO energy (spin up / spin down) comes out at -0.120 / -0.167 Ha. The value obtained for the HOMO energy (spin up / spin down) is -0.39154 / -0.38766 Ha. As for the net charge: +1.

=====

5.
A structure of composition C37H54Cl2F5N3O2RbSbSi3. Source: OMol25; level of theory: the ωB97M-V functional and the def2-TZVPD basis.

Cartesian coordinates (Å):
Sb1 -1.908 -3.203 0.042
Rb1 0.058 0.124 1.080
Cl1 -0.789 4.805 3.812
Cl2 -5.913 5.035 2.126
Si1 -2.775 -4.197 2.265
Si2 -1.152 -5.398 -1.025
Si3 -4.224 -3.331 -1.025
F1 1.889 -1.073 5.044
F2 1.959 -2.099 3.113
F3 -1.020 -1.371 4.676
F4 0.947 -3.017 4.821
F5 -0.514 -1.839 2.569
O1 -0.759 -1.125 -2.129
O2 -0.571 2.493 1.911
N1 -2.583 1.450 0.358
N2 0.665 3.021 -1.968
N3 3.194 1.204 -0.156
C1 0.633 3.400 -4.325
C2 -2.050 4.122 2.805
C3 1.296 1.142 -3.395
C4 -4.072 -5.560 2.241
C5 0.854 2.576 -3.218
C6 0.472 -5.860 -0.231
C7 -3.317 4.707 2.837
C8 -0.059 -1.057 3.715
C9 0.203 4.698 -4.133
C10 -0.886 -5.127 -2.857
C11 4.310 -3.282 -1.353
C12 4.034 1.457 -1.304
C13 -1.320 -4.897 3.195
C14 -3.576 -2.804 3.201
C15 -4.829 1.518 -0.452
C16 1.988 -2.717 -1.654
C17 -4.339 4.239 2.054
C18 -0.992 -0.032 -3.029
C19 3.198 2.334 0.754
C20 4.436 -2.122 -0.585
C21 0.013 5.159 -2.842
C22 0.194 0.221 -3.961
C23 -5.459 -2.372 0.018
C24 -2.272 -6.905 -0.928
C25 -2.845 2.522 1.162
C26 -5.004 -5.017 -1.282
C27 0.262 4.286 -1.790
C28 3.065 -3.581 -1.892
C29 -1.712 3.010 1.981
C30 1.171 -1.827 4.174
C31 -5.122 2.588 0.345
C32 2.052 -1.530 -0.894
C33 3.586 -0.038 0.507
C34 3.344 -1.276 -0.364
C35 -3.531 0.971 -0.411
C36 -4.130 3.134 1.194
C37 -4.213 -2.543 -2.726
H1 -5.581 1.080 -1.104
H2 -1.084 -5.906 2.822
H3 -3.758 -6.437 1.662
H4 4.205 2.539 1.162
H5 2.150 1.120 -4.082
H6 -5.856 -3.006 0.826
H7 0.022 5.348 -4.983
H8 0.640 -0.754 -4.180
H9 -5.235 -2.552 -3.133
H10 -5.011 -1.485 0.483
H11 -3.862 -1.500 -2.678
H12 -6.302 -2.045 -0.608
H13 1.030 -3.007 -2.092
H14 -3.265 0.110 -1.030
H15 5.161 -3.931 -1.518
H16 0.137 -1.025 -1.711
H17 -0.177 0.633 -4.909
H18 5.401 -1.875 -0.151
H19 -6.067 -4.870 -1.521
H20 1.636 0.757 -2.427
H21 4.648 0.012 0.801
H22 -2.908 -6.910 -0.035
H23 -1.837 -4.867 -3.348
H24 -5.030 -5.202 1.833
H25 -1.552 -4.963 4.268
H26 1.011 -6.589 -0.854
H27 0.138 4.597 -0.754
H28 -4.241 -5.881 3.280
H29 -2.858 -1.999 3.403
H30 2.520 2.155 1.594
H31 -1.255 0.881 -2.478
H32 -3.550 -3.081 -3.421
H33 -1.650 -7.812 -0.912
H34 2.848 3.230 0.234
H35 -1.858 -0.309 -3.629
H36 -6.111 3.027 0.342
H37 -4.527 -5.552 -2.116
H38 -0.431 -4.263 3.082
H39 2.931 -4.481 -2.488
H40 -3.960 -3.172 4.165
H41 1.112 -4.973 -0.105
H42 5.090 1.629 -1.011
H43 0.306 -6.302 0.763
H44 3.675 2.348 -1.835
H45 -0.327 6.170 -2.646
H46 -3.489 5.555 3.489
H47 -4.930 -5.655 -0.388
H48 4.004 0.606 -1.989
H49 -0.500 -6.050 -3.311
H50 0.802 3.016 -5.326
H51 -0.176 -4.311 -3.051
H52 3.013 -0.124 1.432
H53 -4.418 -2.388 2.629
H54 -2.932 -6.949 -1.805

The multiplicity is 1. The LUMO energy comes out at 0.138 Ha. The value obtained for the HOMO energy is -0.07181 Ha. As for the net charge: -2.

=====

6.
A structure of composition C5H15N3. Source: OMol25; level of theory: the ωB97M-V functional and the def2-TZVPD basis.

Cartesian coordinates (Å):
N1 -0.890 1.676 -1.162
N2 0.391 2.338 0.636
N3 -1.263 0.537 0.867
C1 0.149 -1.252 1.161
C2 1.213 -0.346 -1.486
C3 0.889 0.107 -0.083
C4 -0.431 -2.361 0.329
C5 -0.200 1.160 0.029
H1 -0.304 3.061 0.782
H2 -1.309 -2.028 -0.230
H3 1.151 -1.438 1.533
H4 -0.737 -3.197 0.966
H5 -0.390 -1.155 2.101
H6 2.086 -1.000 -1.483
H7 -1.533 1.083 1.684
H8 -0.208 2.160 -1.735
H9 0.397 -0.925 -1.932
H10 -2.115 0.349 0.348
H11 1.431 0.496 -2.158
H12 1.810 0.436 0.403
H13 0.300 -2.728 -0.389
H14 0.837 2.121 1.517
H15 -1.272 0.905 -1.698

The multiplicity is 1. The LUMO energy comes out at 0.038 Ha. The value obtained for the HOMO energy is -0.28491 Ha. As for the net charge: 0.

=====

Q: Number 5 is which compound?
A: C37H54Cl2F5N3O2RbSbSi3

=====

Q: Number 6 is which compound?
A: C5H15N3

=====

Q: Which value of net charge does entry 4 give?
A: +1